{"formula": "C4H10Br2Si", "method": "the ωB97M-V functional and the def2-TZVPD basis", "de_lowest_ev": 0.505, "gap_ev": 10.81, "smiles": "CC[C@H](C)[SiH](Br)Br", "homo_energy_ev": -10.2, "species": ["C", "C", "C", "C", "Si", "Br", "Br", "H", "H", "H", "H", "H", "H", "H", "H", "H", "H"], "xyz": [[-1.22, -0.43, -1.30], [0.24, -0.23, -0.96], [0.60, -0.22, 0.52], [-0.33, 0.75, 1.22], [2.57, 0.02, 0.88], [3.34, 1.81, -0.34], [3.79, -1.56, 0.17], [-1.17, -0.91, -2.28], [-1.77, 0.50, -1.13], [-1.81, -1.15, -0.68], [0.74, -1.13, -1.30], [0.52, 0.78, -1.49], [0.24, -1.20, 0.84], [0.05, 1.83, 1.05], [-1.32, 0.36, 1.03], [-0.31, 0.67, 2.32], [2.74, 0.30, 2.35]]}